--- A ---
ORCA calculation (ωB97M-V with the def2-TZVPD basis set) on C20H36IMoN5OP2S as an isolated structure.

```
67
Properties=species:S:1:pos:R:3:lowdin_charge:R:1
Mo -0.057 0.542 -0.287 1.08
C 1.469 -1.448 2.235 -0.22
P 0.153 -1.494 0.978 0.80
C -1.279 -2.112 1.904 -0.22
C 0.663 -2.821 -0.158 -0.38
C 0.548 -4.167 0.179 -0.07
C 1.000 -5.150 -0.687 -0.04
C 1.586 -4.794 -1.891 -0.04
C 1.709 -3.456 -2.232 -0.07
C 1.243 -2.463 -1.375 -0.38
P 1.389 -0.699 -1.801 0.80
C 1.164 -0.595 -3.597 -0.22
C 3.150 -0.304 -1.559 -0.22
H 1.599 -2.434 2.681 0.06
H 1.207 -0.734 3.016 0.04
H 2.414 -1.144 1.783 0.04
H -1.049 -3.035 2.435 0.05
H -2.119 -2.286 1.232 0.03
H -1.568 -1.353 2.633 0.04
H 0.100 -4.461 1.121 0.11
H 0.898 -6.193 -0.421 0.12
H 1.944 -5.558 -2.568 0.12
H 2.165 -3.194 -3.179 0.11
H 1.966 -1.107 -4.129 0.06
H 1.166 0.456 -3.887 0.05
H 0.208 -1.034 -3.878 0.04
H 3.775 -1.039 -2.066 0.06
H 3.408 -0.291 -0.500 0.04
H 3.349 0.685 -1.974 0.05
C -3.839 -0.250 -0.758 -0.04
C -2.662 -0.535 -1.687 -0.66
C -2.481 -2.032 -1.924 -0.02
C -2.826 0.199 -3.018 -0.03
N -1.453 -0.028 -1.034 -0.20
H -4.761 -0.616 -1.211 0.10
H -3.953 0.827 -0.607 0.06
H -3.717 -0.741 0.210 0.07
H -3.384 -2.437 -2.380 0.10
H -2.297 -2.574 -0.994 0.07
H -1.643 -2.220 -2.598 0.08
H -3.709 -0.177 -3.535 0.10
H -1.958 0.035 -3.659 0.07
H -2.945 1.271 -2.865 0.06
C 2.409 2.265 5.186 -0.09
C 2.096 3.067 3.921 -0.23
C 0.886 2.563 3.205 -0.58
N 0.886 2.082 2.011 0.01
N -0.364 1.678 1.598 -0.19
C -1.298 1.828 2.501 -0.70
N -2.567 1.408 2.328 0.14
S -0.694 2.537 3.953 1.17
H 3.309 2.653 5.658 0.09
H 2.575 1.213 4.953 0.08
H 1.600 2.332 5.916 0.07
H 2.922 3.017 3.211 0.12
H 1.946 4.120 4.171 0.12
H -2.860 1.177 1.389 0.06
H -3.287 1.704 2.966 0.12
N 1.085 4.289 -2.270 0.23
C 0.557 3.629 -1.251 -0.62
O 0.853 2.431 -1.062 -0.17
C -0.371 4.390 -0.353 -0.54
I -2.389 3.962 -0.876 0.92
H 1.710 3.814 -2.903 0.14
H 0.888 5.263 -2.431 0.14
H -0.239 5.464 -0.440 0.06
H -0.229 4.074 0.673 0.03
```

The value obtained for the HOMO energy is -13.2192 eV. Its net charge is +2. As for the LUMO energy: -0.2036 Eh.

=====

--- B ---
ORCA calculation (ωB97M-V with the def2-TZVPD basis set) on C20H36IMoN5OP2S as an isolated structure.

```
67
Properties=species:S:1:pos:R:3:lowdin_charge:R:1
Mo -0.305 0.102 0.139 1.09
C 0.394 -3.444 0.079 -0.23
P 0.748 -1.901 0.998 0.81
C 2.555 -2.024 1.233 -0.22
C 0.122 -2.210 2.677 -0.38
C 0.357 -3.427 3.308 -0.08
C -0.072 -3.637 4.605 -0.04
C -0.716 -2.619 5.289 -0.04
C -0.954 -1.404 4.672 -0.07
C -0.549 -1.188 3.359 -0.38
P -0.888 0.393 2.508 0.81
C -2.608 0.752 3.024 -0.25
C 0.110 1.584 3.474 -0.22
H 0.901 -4.291 0.541 0.05
H 0.767 -3.335 -0.942 0.05
H -0.679 -3.635 0.057 0.04
H 2.806 -2.938 1.774 0.06
H 2.900 -1.158 1.797 0.05
H 3.047 -2.031 0.261 0.05
H 0.877 -4.213 2.781 0.10
H 0.108 -4.588 5.081 0.12
H -1.028 -2.774 6.309 0.12
H -1.458 -0.624 5.224 0.11
H -2.636 0.987 4.089 0.05
H -3.251 -0.107 2.829 0.05
H -3.000 1.608 2.473 -0.03
H 0.050 1.343 4.537 0.06
H -0.249 2.604 3.327 0.03
H 1.147 1.514 3.137 0.04
C 2.628 3.094 0.165 -0.02
C 2.096 1.875 -0.606 -0.70
C 3.263 0.895 -0.857 -0.04
C 1.503 2.329 -1.961 -0.02
N 1.103 1.174 0.074 -0.14
H 3.473 3.512 -0.374 0.10
H 2.957 2.804 1.160 0.09
H 1.861 3.857 0.251 0.07
H 4.000 1.333 -1.521 0.09
H 2.872 -0.021 -1.298 0.07
H 3.746 0.655 0.085 0.08
H 2.294 2.620 -2.645 0.09
H 0.832 3.176 -1.820 0.07
H 0.931 1.501 -2.396 0.06
C -4.089 -3.235 -0.245 -0.07
C -4.033 -1.805 -0.795 -0.22
C -2.724 -1.528 -1.438 -0.51
N -1.677 -1.032 -0.833 -0.18
N -0.599 -0.875 -1.635 -0.17
C -0.772 -1.283 -2.864 -0.63
N 0.157 -1.224 -3.823 0.15
S -2.385 -1.932 -3.123 1.19
H -5.073 -3.434 0.169 0.09
H -3.351 -3.373 0.543 0.07
H -3.900 -3.956 -1.038 0.08
H -4.195 -1.089 0.016 0.12
H -4.830 -1.679 -1.529 0.12
H 1.072 -0.850 -3.630 0.12
H -0.016 -1.598 -4.740 0.12
N -2.749 3.500 -1.470 0.20
C -1.855 2.890 -0.692 -0.62
O -1.621 1.673 -0.817 -0.12
C -1.178 3.722 0.350 -0.52
I -2.631 4.478 1.798 0.90
H -3.240 2.983 -2.184 0.13
H -2.951 4.483 -1.380 0.11
H -0.703 4.603 -0.075 0.06
H -0.453 3.113 0.892 0.01
```

The value obtained for the HOMO energy is -13.2037 eV. Its net charge is +2. As for the LUMO energy: -0.2212 Eh.

=====

A wins, 1.033 eV ahead of the next structure.